a.
C4H7N2S2 | ωB97M-V/def2-TZVPD

Structure (ORCA input):
```
! RIJCOSX wB97M-V def2-TZVPD def2/J DEFGRID3
* xyz 1 1
C 1.09144 1.03057 0.89165
C -0.84956 -0.09369 0.33980
C 1.90791 0.31613 -0.14865
C 1.23957 -1.02486 -0.46816
N -0.16289 0.80597 1.13525
N -0.20905 -1.01326 -0.28831
S -4.43682 0.93240 -0.48939
S -3.62978 -0.72787 0.25179
H 1.65518 1.69190 1.60169
H 1.83905 1.06265 -1.00734
H 2.95424 0.33442 0.07840
H 1.35941 -1.37388 -1.43151
H 1.76972 -1.85935 -0.03353
H -0.76960 -1.73597 -0.81920
H -3.75882 1.65483 0.38750
*
```

Output
- E_HOMO (spin up / spin down): -12.9300 / -13.0553 eV
- Gap between HOMO and LUMO (spin up / spin down): 6.78 / 7.19 eV
- LUMO energy (spin up / spin down): -6.154 / -5.867 eV

---

b.
C4H7N2S2 | ωB97M-V/def2-TZVPD

Structure (ORCA input):
```
! RIJCOSX wB97M-V def2-TZVPD def2/J DEFGRID3
* xyz 1 1
C 0.87436 0.95347 -0.30210
C 1.00063 -1.31116 -0.71678
C -0.44255 0.72993 0.46442
C -1.20734 -0.49811 -0.12976
N 1.29957 -0.00830 -1.03201
N -0.13636 -1.66958 -0.24962
S 2.47816 0.73754 -2.85554
S 2.31900 2.68337 -3.04818
H 1.47896 1.83535 -0.21275
H -0.19654 0.63908 1.57285
H -0.82471 1.69105 0.30793
H -2.01402 -0.75301 0.55768
H -1.44895 -0.32634 -1.16808
H -0.35534 -2.67789 0.10177
H 3.69768 0.89242 -2.13978
*
```

Output
- E_HOMO (spin up / spin down): -12.3352 / -12.7016 eV
- Gap between HOMO and LUMO (spin up / spin down): 5.97 / 6.48 eV
- LUMO energy (spin up / spin down): -6.361 / -6.226 eV

---

Of them, a has the highest stability.